[1]
{
  "formula": "C4H3Cl2NO4S3",
  "method": "ωB97M-V with the def2-TZVPD basis set",
  "total_charge": 0,
  "total_energy_ev": -71422.2829,
  "max_force_ev_per_a": 2.95,
  "lumo_ev": -0.92,
  "homo_ha": -0.35601,
  "homo_lumo_gap_ev": 8.77,
  "e_above_lowest_kj_mol": 0.0,
  "species": ["C", "C", "C", "C", "N", "O", "O", "O", "O", "S", "S", "S", "Cl", "Cl", "H", "H", "H"],
  "xyz": [[0.927040, 0.457607, -0.662845], [-0.128445, 1.239046, -1.061341], [-0.522331, 0.133849, 1.092795], [0.672213, -0.143262, 0.549468], [-0.407907, -3.856051, 1.344703], [2.444746, 0.033425, 2.449535], [2.819896, -1.797090, 0.995522], [-1.427434, -2.348938, 3.272293], [0.825937, -1.856717, 2.516195], [-1.460138, 1.129799, 0.015587], [1.870125, -0.960168, 1.625215], [-0.223460, -3.017360, 2.967313], [1.104172, -4.640847, 0.888172], [-1.238798, -2.916996, 0.155088], [1.885601, 0.268514, -1.114986], [-0.361498, 1.733937, -2.062674], [-0.971006, -0.446664, 1.963873]],
  "forces_ev_per_a": [[0.54, 0.82, -1.16], [-0.58, 0.08, -1.98], [-2.55, -0.82, 1.03], [0.63, -0.99, 2.20], [-0.27, -0.14, 1.16], [-0.56, 0.54, 1.05], [-0.43, -0.98, -0.92], [-1.43, 0.59, -0.14], [0.85, 0.76, 0.35], [1.05, -0.63, 0.85], [-0.14, 0.57, -0.83], [1.88, -1.55, -1.66], [-0.96, 0.87, 0.12], [0.62, -0.39, 0.13], [-0.04, 0.39, -0.65], [0.87, -0.64, 1.65], [0.52, 1.52, -1.20]]
}

---

[2]
{
  "formula": "C10H34BF7O17S4",
  "method": "ωB97M-V with the def2-TZVPD basis set",
  "total_charge": -2,
  "total_energy_ev": -108775.3516,
  "max_force_ev_per_a": 4.14,
  "lumo_ev": 3.59,
  "homo_ha": -0.11035,
  "homo_lumo_gap_ev": 6.60,
  "e_above_lowest_kj_mol": 172.2,
  "species": ["C", "F", "F", "F", "S", "O", "O", "O", "B", "F", "F", "F", "F", "O", "S", "O", "O", "C", "C", "C", "H", "H", "H", "H", "H", "H", "H", "H", "O", "S", "O", "O", "C", "C", "C", "H", "H", "H", "H", "H", "H", "H", "H", "O", "S", "O", "O", "C", "C", "C", "H", "H", "H", "H", "H", "H", "H", "H", "O", "H", "H", "O", "H", "H", "O", "H", "H", "O", "H", "H", "O", "H", "H"],
  "xyz": [[4.598122, 1.102608, 3.688369], [3.494092, 0.771618, 2.926019], [4.229702, 1.898618, 4.653529], [5.250782, 0.064838, 4.144339], [5.738672, 2.048038, 2.561469], [6.954852, 2.263548, 3.293189], [5.971042, 1.116338, 1.459259], [5.075202, 3.284928, 2.215559], [0.435672, 1.115098, 0.194789], [-0.850208, 0.878468, 0.729549], [0.565862, 2.382148, -0.410371], [1.284342, 1.004398, 1.240309], [0.822872, 0.214858, -0.786801], [-4.104738, 4.825158, 2.540899], [-3.471078, 3.523648, 2.630549], [-3.725168, 2.694628, 3.802229], [-3.774738, 2.701058, 1.268039], [-3.911568, 1.277658, 1.359889], [-3.930278, 0.706888, -0.092061], [-1.691108, 3.767328, 2.388129], [-4.841478, 1.121458, 1.906669], [-3.055528, 0.766608, 1.800479], [-3.815068, -0.369822, 0.032539], [-3.148888, 1.060508, -0.764721], [-4.845658, 0.955418, -0.629101], [-1.561688, 4.489658, 1.582159], [-1.293638, 2.789228, 2.117129], [-1.260118, 4.118608, 3.325649], [-0.780788, -4.587322, 2.399609], [-1.158268, -3.896582, 1.129969], [-0.443048, -4.124412, -0.120161], [-2.726788, -4.380072, 0.672369], [-3.098468, -4.676022, -0.664611], [-2.754888, -6.103042, -1.063471], [-1.472478, -1.954452, 1.378029], [-2.637858, -3.878712, -1.247901], [-4.184778, -4.595042, -0.626181], [-2.321108, -6.113372, -2.063391], [-3.723848, -6.601962, -1.046171], [-2.223168, -6.707102, -0.328291], [-0.443788, -1.594272, 1.391159], [-1.885278, -1.843232, 2.380689], [-2.125758, -1.458642, 0.660039], [-0.723368, -0.270412, -5.993201], [-0.813508, -0.726962, -4.580481], [-2.000998, -1.312122, -4.016901], [0.453522, -1.737602, -4.246231], [0.323412, -2.756982, -3.217681], [1.674472, -3.261572, -2.913941], [-0.188478, 0.638538, -3.494821], [-0.227228, -3.617002, -3.598801], [-0.301338, -2.353022, -2.421051], [2.370552, -2.433022, -2.783311], [2.014782, -3.729712, -3.837601], [1.825392, -4.005242, -2.131461], [-0.806818, 0.886008, -2.631981], [-0.188958, 1.493588, -4.170831], [0.855792, 0.420098, -3.271451], [3.443312, -0.033002, -1.634521], [3.719742, -0.532472, -2.402871], [2.535582, -0.299522, -1.488871], [2.794492, 3.787848, -0.275321], [1.997512, 3.259108, -0.313861], [3.212052, 3.654948, -1.126331], [3.136622, -1.593552, 0.624469], [3.707602, -1.063712, 0.068159], [2.394052, -1.021952, 0.819649], [0.578942, 5.833168, 0.428799], [0.375322, 5.011928, -0.018781], [0.509412, 6.501608, -0.252811], [1.318662, 3.451338, 2.278579], [1.408522, 2.861108, 1.530389], [1.441022, 2.889308, 3.043679]],
  "forces_ev_per_a": [[0.59, 1.73, -3.71], [0.82, -0.39, 1.52], [-0.92, 0.21, 1.63], [-0.49, -1.28, 0.71], [0.81, 0.15, -2.40], [0.84, -0.03, 1.71], [-0.77, 0.00, 0.34], [-0.64, -0.41, 0.33], [-0.08, 0.11, 0.02], [-0.46, 0.10, -0.81], [-1.06, 0.38, 0.00], [1.18, -0.37, 1.09], [-0.54, -1.17, -0.61], [-0.01, -1.31, -0.19], [1.32, 0.79, 0.46], [-0.03, 0.49, -1.35], [-0.06, 0.71, 0.72], [0.12, -0.45, -1.66], [-0.60, 0.44, 0.60], [-0.96, -0.48, 0.28], [0.16, -0.58, -0.07], [0.01, 0.58, 0.63], [-0.26, -0.07, -0.35], [0.42, 0.11, 0.64], [-0.28, -0.25, 0.23], [0.02, -0.09, 0.16], [0.15, 0.17, 0.05], [-0.06, 0.01, -0.18], [-1.24, 2.04, -3.35], [-1.54, -0.36, -0.49], [0.15, 0.44, 1.58], [1.10, 0.45, 2.98], [0.91, 0.37, 0.61], [-0.97, -0.16, -0.14], [0.92, -2.03, 0.88], [-0.25, -0.35, -0.70], [0.09, 0.44, -0.23], [0.11, -0.39, 0.18], [-0.04, -0.36, -0.66], [0.67, 0.64, -0.10], [-0.17, 0.20, -0.27], [0.01, -0.25, -0.03], [0.39, -0.69, -0.37], [-0.20, -1.55, 3.13], [2.06, 1.11, 0.18], [0.04, 0.09, -0.71], [-0.87, 0.25, -1.34], [-1.85, -0.22, 0.12], [1.77, 0.28, -0.63], [-0.33, 0.27, -1.55], [-0.42, 0.19, -0.35], [0.52, 0.06, 0.37], [0.01, -0.02, 0.48], [0.16, -0.19, -0.12], [-0.62, 0.35, 0.22], [0.10, -0.60, -0.08], [-0.06, 0.12, 0.06], [-0.38, -0.10, 0.28], [0.44, 0.26, -0.44], [0.21, -0.10, -0.17], [-0.53, 0.08, 0.28], [0.32, 0.61, -0.14], [-0.02, -0.19, -0.15], [0.22, -0.20, -0.07], [-0.22, -0.93, 0.25], [0.26, 0.43, -0.09], [-0.05, 0.39, 0.17], [-0.42, 0.43, 0.27], [0.26, -0.43, -0.03], [0.05, 0.12, -0.19], [-0.56, 0.74, 0.37], [0.39, -0.09, 0.20], [0.27, -0.24, 0.02]]
}

---

[3]
{
  "formula": "C5H3N3",
  "method": "ωB97M-V with the def2-TZVPD basis set",
  "total_charge": 0,
  "total_energy_ev": -9698.9311,
  "max_force_ev_per_a": 7.25,
  "lumo_ev": -1.95,
  "homo_ha": -0.34970,
  "smiles": "C1=CC2=NC=NC2=N1",
  "homo_lumo_gap_ev": 7.57,
  "e_above_lowest_kj_mol": 375.2,
  "species": ["C", "C", "C", "C", "C", "H", "H", "H", "N", "N", "N"],
  "xyz": [[-1.981682, -0.201533, -0.055712], [-1.567654, 1.010772, -0.029625], [-0.031082, 0.799556, 0.325996], [2.004205, 0.072308, -0.063315], [0.123341, -0.801736, 0.250545], [-3.096062, -0.397060, -0.260494], [-1.784297, 1.999329, 0.099645], [3.037875, 0.241731, -0.510438], [1.128410, 1.316452, -0.156423], [1.496792, -1.096087, 0.052401], [-1.116671, -1.237538, -0.166842]],
  "forces_ev_per_a": [[-6.00, -0.80, -1.56], [5.94, 1.42, 2.29], [2.26, -0.69, -3.64], [1.17, 1.36, -2.39], [-4.47, 1.68, -1.04], [1.80, -0.15, 0.54], [-2.02, 2.04, -0.08], [-1.21, -0.40, 1.28], [-3.25, -3.22, 2.59], [-1.17, 0.14, 0.47], [6.95, -1.38, 1.54]]
}

---

[4]
{
  "formula": "C2H4FN",
  "method": "ωB97M-V with the def2-TZVPD basis set",
  "total_charge": 0,
  "total_energy_ev": -6344.4821,
  "max_force_ev_per_a": 2.91,
  "lumo_ev": 1.27,
  "homo_ha": -0.35808,
  "smiles": "F[C@@H]1CN1",
  "homo_lumo_gap_ev": 11.02,
  "e_above_lowest_kj_mol": 146.4,
  "species": ["C", "C", "N", "F", "H", "H", "H", "H"],
  "xyz": [[0.643637, -0.482988, 0.153249], [-0.527383, 0.085648, -0.475551], [0.400072, 1.012118, 0.068493], [-1.665740, -0.173396, 0.156198], [0.463470, -0.930128, 1.088615], [1.254908, -0.848328, -0.580725], [-0.789718, -0.039201, -1.466774], [0.220757, 1.376276, 1.056498]],
  "forces_ev_per_a": [[-1.10, 1.79, -0.24], [0.12, -0.23, 1.87], [0.59, 0.28, 1.23], [-2.34, 0.06, 1.72], [0.13, -0.71, 0.80], [2.39, -1.04, -0.91], [0.50, 0.62, -2.41], [-0.29, -0.77, -2.05]]
}